Entry 1:
Formula: C53H145N21O23
Source: the OMol25 dataset
Level of theory: ωB97M-V/def2-TZVPD

Values from the calculation:
frontier orbital gap: 8.366 eV
total charge: 0
ΔE to the lowest compared entry with this formula, charge and spin: 142.9 kJ/mol
E: -135693.5859 eV
LUMO level: 0.16 eV

Atoms and positions in Å:
C  -22.4335  24.3055  -15.5429
O  -21.9983  23.3165  -14.9342
N  -23.4581  25.0571  -15.1067
N  -22.0454  24.6670  -16.7573
H  -23.9725  24.6304  -14.3555
H  -23.8392  25.8086  -15.6675
H  -21.4934  24.0174  -17.2828
H  -22.3132  25.5705  -17.1172
C  -29.7260  21.7310  -19.0719
O  -29.9771  20.9295  -18.1718
N  -28.7296  22.6511  -19.0571
N  -30.4376  21.7214  -20.2343
H  -28.0038  22.5690  -18.3602
H  -28.4574  22.9780  -19.9686
H  -31.2577  21.1555  -20.3451
H  -30.0725  22.1587  -21.0608
C  -24.2828  27.7375  -17.9640
O  -23.9515  26.6499  -17.4775
N  -23.5769  28.4187  -18.9000
N  -25.4535  28.3452  -17.6653
H  -22.5850  28.2620  -18.9763
H  -23.8621  29.2705  -19.3480
H  -25.6022  29.2644  -18.0358
H  -26.1324  27.8034  -17.1410
C  -22.6621  15.3933  -13.2160
O  -22.1198  15.1785  -14.3030
N  -22.0241  15.4487  -12.0190
N  -23.9706  15.6760  -13.1491
H  -21.0198  15.4236  -12.0134
H  -22.5019  15.5412  -11.1431
H  -24.4210  15.8193  -12.2623
H  -24.4955  15.8174  -13.9954
C  -30.8493  14.5882  -17.0272
O  -29.8704  15.0918  -17.5765
N  -31.3302  13.4005  -17.4864
N  -31.5016  15.0835  -15.9601
H  -31.1995  13.1975  -18.4621
H  -32.1287  13.0576  -16.9820
H  -32.2809  14.6033  -15.5503
H  -31.1235  15.8551  -15.4202
C  -22.0627  17.4601  -17.3433
O  -20.8432  17.3337  -17.4355
N  -22.9021  18.1368  -18.1710
N  -22.7692  16.9158  -16.3075
H  -23.8988  18.1182  -18.0836
H  -22.4293  18.7953  -18.7765
H  -23.7696  16.8757  -16.3931
H  -22.2493  16.3649  -15.6258
C  -30.3043  18.2573  -15.6144
O  -30.2631  17.4164  -14.7182
N  -30.0179  18.0395  -16.9147
N  -30.4248  19.5914  -15.3478
H  -30.0907  18.8102  -17.5603
H  -29.9339  17.0937  -17.2749
H  -30.3358  20.3696  -15.9814
H  -30.4018  19.8572  -14.3786
C  -25.8662  25.7949  -20.4087
C  -25.4966  25.0854  -21.7381
O  -25.7237  23.6781  -21.7329
H  -25.8455  26.8779  -20.5060
H  -25.0371  25.4374  -19.7946
H  -26.7901  25.4147  -19.9764
H  -24.4618  25.3365  -21.9769
H  -26.0756  25.4747  -22.5800
H  -24.8485  23.2743  -21.7220
C  -26.4773  15.1838  -20.2085
C  -25.2992  15.7760  -20.9311
O  -25.7979  16.5476  -22.0283
H  -26.3066  14.6787  -19.2585
H  -27.0121  14.4911  -20.8603
H  -27.1248  16.0259  -19.9560
H  -24.5874  15.0844  -21.3958
H  -24.7772  16.5518  -20.3557
H  -25.0006  16.7813  -22.5126
C  -25.4976  23.7460  -17.3948
O  -26.0259  22.5760  -17.9723
C  -26.0137  21.4829  -17.0745
C  -26.3777  20.2175  -17.8777
N  -26.3137  19.0593  -17.0481
C  -26.6708  17.8600  -17.8064
C  -26.7975  16.5787  -16.9742
O  -25.5209  16.2660  -16.4601
C  -25.3711  14.8767  -16.2767
H  -25.8090  23.8436  -16.3527
H  -25.8005  24.6428  -17.9342
H  -24.4134  23.7161  -17.5315
H  -26.7312  21.5277  -16.2425
H  -25.0765  21.3895  -16.5173
H  -25.5882  20.2000  -18.6349
H  -27.3384  20.4030  -18.3703
H  -26.8735  19.1335  -16.2063
H  -25.8993  17.6545  -18.5559
H  -27.5655  18.0222  -18.4191
H  -27.2063  15.7590  -17.5685
H  -27.5731  16.6870  -16.2051
H  -25.7407  14.2451  -17.0919
H  -26.0167  14.5829  -15.4369
H  -24.3541  14.5421  -16.0703
C  -17.6003  19.6774  -19.6044
O  -18.7920  20.4694  -19.5693
C  -19.7200  19.9171  -18.6696
C  -20.8990  20.8478  -18.4118
N  -21.7621  20.9820  -19.6066
C  -22.7885  22.0186  -19.3304
C  -22.2676  23.4041  -19.6138
O  -22.0675  23.4922  -21.0301
C  -21.5819  24.7899  -21.3608
H  -16.8428  20.2668  -20.1167
H  -17.7475  18.6823  -20.0236
H  -17.2316  19.5727  -18.5798
H  -19.3289  19.7811  -17.6540
H  -20.0775  18.9408  -19.0067
H  -20.5101  21.8083  -18.0434
H  -21.5028  20.5115  -17.5649
H  -21.0732  21.3990  -20.2297
H  -23.1814  21.9655  -18.3158
H  -23.5750  21.9270  -20.0832
H  -21.3467  23.6808  -19.0943
H  -23.0206  24.1563  -19.3488
H  -21.1975  24.8638  -22.3816
H  -20.8041  25.0293  -20.6364
H  -22.3314  25.5815  -21.4825
C  -24.1380  11.2527  -17.4331
O  -24.5751  11.9283  -18.5998
C  -23.5564  12.7091  -19.2572
C  -22.4170  11.8343  -19.7142
N  -22.8763  10.8163  -20.6616
C  -22.0558  9.6074  -20.4990
C  -22.6901  8.5190  -21.3457
O  -23.8938  8.0509  -20.7421
C  -24.6079  7.1228  -21.5272
H  -24.9953  10.9884  -16.8153
H  -23.6359  11.9647  -16.7637
H  -23.4727  10.4124  -17.6257
H  -23.2482  13.2847  -18.3770
H  -23.9624  13.3231  -20.0571
H  -21.9206  11.3609  -18.8573
H  -21.5888  12.3558  -20.2034
H  -23.7944  10.5247  -20.3307
H  -22.1434  9.3427  -19.4388
H  -21.0177  9.7836  -20.7785
H  -22.0483  7.6370  -21.4469
H  -22.9273  8.9034  -22.3415
H  -23.8920  6.3785  -21.8973
H  -25.0439  7.5053  -22.4568
H  -25.4028  6.6446  -20.9615
C  -27.1967  9.7853  -24.9542
O  -26.3215  9.5581  -23.8554
C  -25.4740  10.6588  -23.5798
C  -26.2618  11.7936  -22.9089
N  -27.2582  11.3550  -21.8913
C  -26.5874  10.9929  -20.6492
C  -27.5374  10.3432  -19.6182
O  -28.3911  11.1950  -18.9209
C  -27.8050  12.0582  -17.9748
H  -27.7382  8.8429  -25.0102
H  -26.6885  10.0368  -25.8876
H  -27.8868  10.6012  -24.7220
H  -24.8940  10.9840  -24.4493
H  -24.6963  10.3750  -22.8661
H  -26.8125  12.4017  -23.6292
H  -25.5442  12.4735  -22.4440
H  -27.6942  10.5471  -22.3214
H  -26.0321  11.8537  -20.2872
H  -25.8440  10.2285  -20.9181
H  -26.8732  9.7743  -18.9529
H  -28.0870  9.5452  -20.1212
H  -28.5359  12.5887  -17.3643
H  -27.2880  12.8215  -18.5600
H  -27.1744  11.5266  -17.2557
C  -29.0781  24.0195  -11.1608
O  -28.9172  22.7453  -11.7756
C  -29.4902  21.7015  -11.0198
C  -29.3231  20.3130  -11.6857
N  -27.8960  20.0893  -11.8899
C  -27.5464  18.9896  -12.8295
C  -26.0716  18.7060  -12.7819
O  -25.4149  19.8253  -13.3996
C  -24.2881  19.4171  -14.1778
H  -28.5817  24.0306  -10.1885
H  -30.1394  24.2703  -11.1707
H  -28.5209  24.7259  -11.7760
H  -30.5555  21.8712  -10.8387
H  -28.9637  21.6084  -10.0636
H  -29.7769  20.5022  -12.6674
H  -29.6836  19.4567  -11.1222
H  -27.4945  20.9013  -12.3492
H  -27.9518  19.2449  -13.8125
H  -28.0646  18.1131  -12.4283
H  -25.8501  17.7271  -13.2146
H  -25.6903  18.6896  -11.7569
H  -23.8618  20.3775  -14.4862
H  -24.5615  19.0557  -15.1733
H  -23.4936  18.8190  -13.7326
C  -28.3668  25.9143  -17.0091
O  -27.5286  26.7607  -16.2718
C  -27.8109  26.7837  -14.8866
C  -26.7467  27.5071  -14.0502
N  -26.8213  28.9449  -13.7109
C  -26.6952  29.7756  -14.9255
C  -27.0402  31.2203  -14.5164
O  -26.7589  32.1201  -15.5352
C  -26.9205  33.4815  -15.1797
H  -28.1619  24.8629  -16.7811
H  -28.2178  26.0747  -18.0761
H  -29.4395  26.0334  -16.8253
H  -27.6891  25.7623  -14.5087
H  -28.7944  27.1596  -14.5888
H  -25.7440  27.2779  -14.4165
H  -26.8224  27.0749  -13.0483
H  -27.7542  29.0570  -13.3255
H  -27.4476  29.5038  -15.6747
H  -25.7203  29.7225  -15.4052
H  -26.5201  31.4930  -13.5877
H  -28.0904  31.2689  -14.1903
H  -26.6642  34.1650  -15.9811
H  -26.3530  33.6877  -14.2656
H  -27.9572  33.5983  -14.8429
C  -25.4395  11.1659  -7.5315
O  -25.4084  11.2645  -8.9550
C  -24.5997  12.3430  -9.3597
C  -24.5567  12.5157  -10.8770
N  -25.8955  12.7839  -11.4481
C  -25.9059  12.8156  -12.8967
C  -25.6792  11.4435  -13.5766
O  -26.4589  10.4394  -12.9544
C  -26.2382  9.1829  -13.5443
H  -24.4341  10.8767  -7.2067
H  -26.0095  10.2643  -7.3130
H  -25.7951  12.1009  -7.1018
H  -23.5466  12.2174  -9.0825
H  -24.9634  13.2774  -8.9192
H  -24.1362  11.6072  -11.3234
H  -23.8988  13.3424  -11.1530
H  -26.3665  11.9105  -11.2161
H  -25.1944  13.5781  -13.2167
H  -26.8565  13.1948  -13.2809
H  -24.6098  11.2210  -13.6725
H  -25.9716  11.4860  -14.6340
H  -26.6767  8.4324  -12.8854
H  -25.1891  8.8905  -13.6475
H  -26.7233  9.0890  -14.5205

=====

Entry 2:
Formula: C53H36Cl4IMgN5OS
Source: the OMol25 dataset
Level of theory: ωB97M-V/def2-TZVPD

Values from the calculation:
frontier orbital gap (alpha / beta): 4.978 / 4.999 eV
total charge: 0
E: -139517.0890 eV
LUMO level (alpha / beta): -1.35 / -1.35 eV

Atoms and positions in Å:
Mg  0.3153  -0.3243  0.4333
Cl  -1.0124  2.8672  -7.1876
C  -0.2759  2.4901  -5.6698
C  -0.4528  3.3309  -4.5821
C  0.1447  3.0281  -3.3768
C  0.9331  1.8767  -3.2065
C  1.0459  1.0222  -4.3186
C  0.4671  1.3272  -5.5317
C  1.3904  1.4509  -1.9021
C  1.1303  2.1817  -0.7127
C  1.3346  3.5866  -0.4788
C  1.1790  3.7845  0.8593
C  0.7760  2.5227  1.4197
C  0.2394  2.2637  2.6829
C  0.4129  3.1849  3.8194
C  0.0882  4.5383  3.8443
C  0.3486  5.3079  4.9660
C  0.9311  4.7263  6.0808
Cl  1.2970  5.6907  7.4689
C  1.2430  3.3759  6.0900
C  0.9752  2.6198  4.9695
C  -0.4447  1.0642  2.9764
N  -0.3699  -0.0846  2.2862
C  -1.2442  -0.9597  2.8370
C  -1.2809  -2.3169  2.4934
C  -2.3743  -3.1973  2.9388
C  -3.0437  -3.9382  1.9621
C  -4.1006  -4.7668  2.2799
C  -4.5078  -4.8693  3.6001
Cl  -5.7965  -5.9453  4.0146
C  -3.8639  -4.1434  4.5894
C  -2.7948  -3.3289  4.2602
C  -0.2355  -2.9039  1.7608
C  0.1392  -4.2899  1.8467
C  1.3403  -4.4040  1.2186
C  1.6644  -3.0956  0.7149
N  0.6890  -2.2241  1.0528
C  2.7719  -2.7842  -0.0915
C  2.8443  -1.6053  -0.8366
C  3.7381  -1.2920  -1.9207
C  3.2325  -0.1859  -2.5313
C  2.1030  0.2332  -1.7471
N  1.9231  -0.6152  -0.7307
C  3.9040  -3.7249  -0.1197
C  4.4235  -4.2647  -1.2921
C  5.5543  -5.0610  -1.2685
C  6.1809  -5.3169  -0.0597
Cl  7.6223  -6.2718  -0.0311
C  5.6690  -4.8107  1.1248
C  4.5302  -4.0303  1.0899
C  -1.9665  -0.3075  3.8971
C  -1.4307  0.9350  4.0172
N  0.8302  1.5800  0.4464
H  -1.0676  4.2131  -4.6762
H  -0.0267  3.6912  -2.5438
H  1.5800  0.0900  -4.2206
H  0.5782  0.6614  -6.3723
H  1.6519  4.3110  -1.2065
H  1.3192  4.7047  1.3903
H  -0.3908  5.0015  2.9946
H  0.0981  6.3578  4.9842
H  1.6917  2.9219  6.9604
H  1.2224  1.5690  4.9598
H  -2.7229  -3.8565  0.9344
H  -4.6058  -5.3258  1.5083
H  -4.1877  -4.2329  5.6145
H  -2.2613  -2.8118  5.0428
H  -0.4030  -5.0500  2.3802
H  1.9326  -5.2918  1.0863
H  4.6243  -1.8316  -2.1927
H  3.6476  0.3521  -3.3645
H  3.9291  -4.0689  -2.2316
H  5.9515  -5.4798  -2.1804
H  6.1679  -5.0238  2.0582
H  4.1265  -3.6239  2.0053
H  -2.7584  -0.7279  4.4875
H  -1.7283  1.7070  4.7016
I  -2.9789  4.7916  -1.5754
C  -3.2421  3.0735  -0.3801
C  -4.4376  2.8697  0.2876
C  -4.5642  1.7208  1.0537
C  -3.4851  0.8497  1.1191
N  -2.3461  1.0623  0.4814
C  -2.2205  2.1427  -0.2637
H  -5.2479  3.5815  0.2162
H  -5.4832  1.5116  1.5826
H  -3.5360  -0.0559  1.7122
H  -1.2826  2.2546  -0.7872
O  -0.7765  -0.4185  -1.1910
S  -1.0313  -1.8503  -1.4441
C  -2.8689  -1.9473  -1.4022
C  -3.3185  -1.3812  -2.7341
C  -2.4633  -2.0949  -3.7730
C  -1.0292  -1.9534  -3.2941
H  -3.2079  -1.3792  -0.5393
H  -3.1440  -2.9935  -1.2881
H  -3.1124  -0.3089  -2.7522
H  -4.3841  -1.5315  -2.9047
H  -2.5873  -1.6662  -4.7660
H  -2.7480  -3.1477  -3.8205
H  -0.5838  -1.0150  -3.6166
H  -0.4026  -2.7862  -3.5970

=====

Entry 3:
Formula: C53H38Br2N4OW
Source: the OMol25 dataset
Level of theory: ωB97M-V/def2-TZVPD

Values from the calculation:
frontier orbital gap (alpha / beta): 4.345 / 4.356 eV
total charge: +2
ΔE to the lowest compared entry with this formula, charge and spin: 186.0 kJ/mol
E: -205483.1552 eV
LUMO level (alpha / beta): -7.85 / -7.84 eV

Atoms and positions in Å:
W  -0.2488  -0.1375  -0.2697
C  4.8776  -4.3238  4.0487
C  3.9492  -3.4795  4.6402
C  3.0436  -2.7825  3.8546
C  3.0740  -2.9256  2.4697
C  4.0107  -3.7694  1.8765
C  4.9061  -4.4703  2.6687
C  2.1195  -2.1812  1.6152
C  0.7701  -2.4344  1.7010
C  0.0892  -3.2265  2.6741
C  -1.2432  -2.9747  2.5604
C  -1.4038  -2.1246  1.4223
C  -2.6008  -1.8658  0.6994
C  -3.8799  -1.6381  1.3311
C  -3.9819  -1.4689  2.7244
C  -5.2024  -1.2091  3.3119
C  -6.3422  -1.0842  2.5242
C  -6.2503  -1.1819  1.1417
C  -5.0308  -1.4385  0.5473
C  -2.4519  -2.0428  -0.7132
N  -1.3638  -1.5557  -1.3419
C  -1.4721  -1.9228  -2.6791
C  -0.7731  -1.3103  -3.6941
C  -1.0620  -1.6680  -5.1000
C  -0.8346  -2.9621  -5.5601
C  -1.1278  -3.2849  -6.8762
C  -1.6604  -2.3256  -7.7250
C  -1.8966  -1.0371  -7.2639
C  -1.5917  -0.7020  -5.9539
C  0.1581  -0.2931  -3.4306
C  0.9071  0.3811  -4.4108
C  1.6594  1.3317  -3.7776
C  1.4274  1.1932  -2.3894
N  0.4950  0.1935  -2.1753
C  2.2927  1.6808  -1.3780
C  2.6488  0.7378  -0.3767
C  3.9644  0.4824  0.0760
C  3.9323  -0.6917  0.7762
C  2.5970  -1.1359  0.8079
N  1.8047  -0.2651  0.0658
C  2.9182  2.9967  -1.4644
C  3.7473  3.4769  -0.4339
C  4.2986  4.7401  -0.4920
C  4.0112  5.5792  -1.5604
C  3.1238  5.1617  -2.5435
C  2.5685  3.8991  -2.4868
C  -2.6143  -2.7707  -2.8136
C  -3.2432  -2.8182  -1.6082
N  -0.1798  -1.8071  0.9118
H  5.5803  -4.8692  4.6638
H  3.9296  -3.3606  5.7152
H  2.3249  -2.1160  4.3166
H  4.0298  -3.8887  0.8000
H  5.6256  -5.1336  2.2083
H  0.5765  -3.9031  3.3571
H  -2.0446  -3.4292  3.1170
H  -3.1016  -1.5066  3.3490
H  -5.2691  -1.0856  4.3839
H  -7.2979  -0.8780  2.9873
H  -7.1290  -1.0377  0.5287
H  -4.9686  -1.4531  -0.5303
H  -0.4139  -3.7075  -4.8963
H  -0.9381  -4.2863  -7.2385
H  -1.8918  -2.5817  -8.7501
H  -2.3207  -0.2924  -7.9236
H  -1.7820  0.2983  -5.5849
H  0.9041  0.1366  -5.4600
H  2.3944  1.9732  -4.2297
H  4.8387  1.0529  -0.1818
H  4.7607  -1.2140  1.2245
H  3.9273  2.8897  0.4519
H  4.9349  5.0826  0.3123
H  4.4398  6.5715  -1.6040
H  2.8407  5.8334  -3.3418
H  1.8150  3.6466  -3.2149
H  -2.9028  -3.2638  -3.7274
H  -4.1294  -3.3678  -1.3405
Br  0.0684  3.5470  -0.2135
C  -1.4938  4.1010  0.8363
Br  -2.3567  1.1342  -0.9922
H  -1.1937  5.0572  1.2567
H  -2.2951  4.2413  0.1163
C  1.2046  1.0026  2.9806
C  -0.0380  1.5559  2.3681
O  -0.5381  0.7931  1.3289
C  -0.7280  2.6493  2.7372
C  -1.9129  3.1154  1.9398
C  -2.9233  3.8626  2.7662
C  -2.5773  4.4455  3.9153
C  -1.2204  4.3190  4.4249
C  -0.3415  3.4625  3.8783
H  1.0893  -0.0688  3.1567
H  1.4164  1.4732  3.9363
H  2.0715  1.1511  2.3312
H  -2.3918  2.2587  1.4661
H  -3.9228  3.9659  2.3627
H  -3.2957  5.0222  4.4819
H  -0.9364  4.9037  5.2898
H  0.6431  3.3528  4.3097